ORCA calculation (the ωB97M-V functional and the def2-TZVPD basis) on a cluster of 5 separate species, C24H44F6O13 in total at a distorted geometry.

```
87
Properties=species:S:1:pos:R:3:forces:R:3:lowdin_charge:R:1
C 4.01481 1.61590 3.20327 -0.75 -0.16 -0.94 -0.049
C 2.50424 1.46510 3.02255 0.70 0.23 0.22 -0.191
O 1.89946 2.70978 3.43828 0.23 0.10 0.52 0.039
C 0.61070 2.81967 3.20694 0.33 0.13 -1.29 -0.407
O -0.05487 2.02277 2.61014 -0.42 -0.19 0.39 0.152
C 0.10595 4.23946 3.51908 -0.12 -0.32 1.13 -0.561
F -1.21343 4.19987 3.64207 -0.18 0.26 -0.12 0.173
F 0.61955 4.71757 4.66792 -0.06 -0.12 -0.25 0.160
F 0.44216 5.07085 2.54460 0.04 0.19 -0.38 0.189
H 4.29394 1.46763 4.23836 0.32 0.14 0.02 0.079
H 4.31812 2.57843 2.79362 0.04 0.19 0.41 0.084
H 4.48838 0.89962 2.52675 0.12 -0.26 0.45 0.078
H 2.10478 0.68307 3.66632 -0.10 -0.15 -0.20 0.125
H 2.25690 1.28687 1.97842 -0.20 -0.05 0.03 0.124
C -1.91250 -3.69627 5.23831 0.15 -0.30 0.49 -0.047
C -1.28933 -2.48962 5.89959 0.25 -0.64 0.50 -0.214
O -2.00570 -1.31721 5.48945 -0.10 0.11 -0.03 0.025
C -1.74225 -0.21116 6.16500 -0.10 -0.19 -0.29 -0.401
O -0.94557 -0.07913 7.04182 0.21 0.11 0.17 0.177
C -2.64655 0.94954 5.69999 -0.10 0.28 0.62 -0.545
F -3.41202 0.64678 4.66594 -0.04 -0.04 -0.29 0.184
F -3.45012 1.28388 6.72819 0.09 -0.03 -0.16 0.161
F -1.90590 2.01933 5.39916 0.02 -0.09 -0.07 0.166
H -1.28334 -4.56589 5.44579 0.14 0.10 -0.18 0.089
H -2.01267 -3.57137 4.16373 -0.18 -0.06 0.01 0.061
H -2.86244 -3.94655 5.71065 -0.20 0.25 -0.32 0.088
H -0.22348 -2.40321 5.67547 -0.10 0.29 -0.28 0.129
H -1.33885 -2.58312 6.98683 -0.12 0.13 -0.04 0.130
C -0.76142 -1.34896 2.49680 -0.26 -0.02 0.47 -0.008
C -1.14295 -2.06387 1.22588 0.80 -0.23 0.37 -0.283
C -0.09689 -3.10302 0.76643 -0.13 1.08 -0.15 -0.088
O -0.76008 -4.34914 0.84733 0.00 0.01 -0.01 0.064
C -2.07840 -4.14372 1.12244 0.44 -0.29 -0.30 -0.583
O -2.90076 -4.99095 1.03879 -0.28 -0.23 0.21 0.169
O -2.29759 -2.87702 1.48877 -0.26 0.62 -0.39 0.090
H -0.82000 -2.05963 3.32515 0.04 0.10 -0.12 0.065
H -1.46061 -0.53630 2.69226 0.08 0.02 0.10 0.088
H 0.25172 -0.94746 2.49565 -0.02 0.10 -0.35 0.082
H -1.31522 -1.34055 0.43184 -0.49 -0.16 -0.09 0.129
H 0.77438 -3.02051 1.41594 0.06 -0.58 -0.02 0.130
H 0.18932 -2.88123 -0.26399 0.14 -0.32 0.00 0.118
C 4.37893 4.41496 -5.47539 0.45 -0.06 -0.29 -0.115
O 3.10354 4.92114 -5.17678 -0.21 0.09 0.04 -0.182
C 2.29814 4.05993 -4.40999 -0.37 -0.67 -0.72 -0.221
C 0.90747 4.67936 -4.30519 0.75 -0.27 1.13 -0.179
O 0.23680 4.02704 -3.23540 -0.49 -0.07 -0.17 -0.148
C -1.08516 3.58344 -3.55374 0.75 -0.13 -0.29 -0.185
C -1.79870 3.24795 -2.27167 -0.26 -0.02 -0.03 -0.215
O -1.44922 1.93880 -1.88269 -0.10 -0.18 -0.04 -0.196
C -2.40217 1.33878 -1.01030 1.42 0.69 0.29 -0.080
H 5.13666 5.10505 -5.09600 0.03 -0.12 0.08 0.086
H 4.52453 4.32929 -6.55796 -0.16 0.09 0.03 0.086
H 4.55137 3.41545 -5.06565 -0.06 0.09 0.19 0.083
H 2.73985 3.83020 -3.43548 -0.13 0.34 0.18 0.129
H 2.17838 3.08678 -4.92337 0.16 0.12 0.08 0.128
H 0.37220 4.54074 -5.24095 -0.03 0.32 -0.15 0.124
H 1.04219 5.72522 -4.01318 -0.25 0.13 -0.46 0.132
H -1.00341 2.67976 -4.17368 -0.17 -0.02 0.09 0.131
H -1.60901 4.32864 -4.16221 -0.09 0.18 0.31 0.125
H -2.88732 3.31690 -2.41474 0.08 0.00 -0.06 0.125
H -1.50731 3.97325 -1.50247 -0.07 0.01 0.02 0.133
H -1.94230 0.39299 -0.73363 -0.52 -0.36 -0.33 0.064
H -3.36862 1.28658 -1.50848 -0.17 -0.31 0.25 0.092
H -2.42164 1.90211 -0.06648 -0.51 0.11 -0.14 0.092
C -3.53015 -4.89309 -3.18209 -0.33 -0.49 -0.23 -0.117
O -2.49825 -4.08982 -3.68267 0.32 0.02 -0.22 -0.168
C -1.57762 -3.75884 -2.67195 -0.44 -0.40 0.96 -0.223
C -0.30329 -3.22143 -3.24153 0.18 0.96 -0.45 -0.160
O -0.38782 -1.78299 -3.28854 -0.09 -0.64 0.16 -0.128
C 0.76558 -1.15108 -3.76673 0.42 0.46 -0.09 -0.206
C 1.83987 -0.91417 -2.71458 -0.73 -0.19 -0.24 -0.210
O 2.50888 -2.12085 -2.43053 0.13 -0.20 -0.13 -0.199
C 3.56830 -1.94259 -1.53103 0.44 0.24 -0.11 -0.117
H -3.95848 -4.48685 -2.26108 -0.04 0.01 0.02 0.089
H -3.18185 -5.91889 -2.99985 0.08 0.11 0.22 0.093
H -4.30294 -4.96965 -3.94741 -0.01 0.20 0.05 0.088
H -1.35356 -4.61946 -2.01936 0.01 -0.25 -0.41 0.126
H -2.08420 -3.06597 -1.97886 0.39 0.36 -0.14 0.132
H -0.18503 -3.59551 -4.26680 -0.02 -0.08 0.09 0.137
H 0.58311 -3.51265 -2.67576 -0.13 -0.08 0.16 0.112
H 0.44202 -0.16541 -4.11327 0.02 -0.04 -0.03 0.124
H 1.23365 -1.67284 -4.61403 -0.24 -0.13 0.02 0.134
H 1.32400 -0.53817 -1.81875 0.29 0.20 0.04 0.130
H 2.53983 -0.17399 -3.11933 0.07 0.12 0.21 0.125
H 4.16219 -2.85393 -1.49823 -0.27 -0.18 0.19 0.089
H 3.19201 -1.66369 -0.54066 0.12 -0.09 0.11 0.082
H 4.26707 -1.16277 -1.87301 -0.23 0.09 0.03 0.089
```
Forces are in eV/Å.

## Properties
Structure (SMILES) = CCOC(=O)C(F)(F)F.CCOC(=O)C(F)(F)F.C[C@H]1COC(=O)O1.COCCOCCOC.COCCOCCOC
Charge = 0



ORCA calculation (the ωB97M-V functional and the def2-TZVPD basis) on a structure of composition C24H44IO12PSi2.

```
84
Properties=species:S:1:pos:R:3:forces:R:3:lowdin_charge:R:1
C 1.37029 -0.42428 -2.12168 0.22 0.35 0.11 -0.229
C 1.32688 -0.37853 -3.65265 0.03 -0.08 0.18 -0.792
I 3.36122 -0.74512 -4.34843 -0.15 0.16 0.05 0.887
C 0.35977 -1.37481 -4.33763 0.20 0.16 -0.33 -0.378
Si -0.58609 -2.56538 -3.25572 -0.02 -0.26 0.26 0.502
O -1.59020 -1.80862 -2.16240 -0.25 0.15 -0.52 -0.487
Si -3.04870 -1.13430 -2.58285 0.33 -0.13 0.22 0.389
P -3.15257 1.13034 -2.51861 -0.14 0.22 0.04 0.680
C -2.79686 1.52671 -4.28309 0.14 0.09 -0.12 -0.353
O -1.75866 1.61442 -1.76473 0.18 0.18 -0.14 -0.403
H 0.39294 -0.17574 -1.66606 0.35 -0.27 -0.26 0.054
H 1.71730 -1.40046 -1.74246 -0.30 0.34 -0.14 0.070
H 2.09182 0.32459 -1.75406 -0.27 -0.28 -0.09 0.074
H 1.13698 0.64493 -4.00084 0.05 -0.30 0.09 0.056
H -0.35768 -0.83437 -4.98151 0.20 -0.12 0.21 0.070
H 0.92577 -2.02116 -5.03194 -0.32 0.16 0.18 0.035
H -1.45030 -3.38336 -4.14135 0.06 0.04 -0.07 -0.017
H 0.31725 -3.47130 -2.52492 0.00 0.08 0.07 -0.007
H -3.40205 -1.53034 -3.97258 -0.09 -0.07 0.04 -0.040
H -4.05501 -1.63252 -1.62735 -0.07 -0.03 -0.02 -0.054
H -3.47006 0.93272 -4.91883 0.19 0.23 0.11 0.030
H -1.75026 1.29524 -4.56055 -0.41 0.06 0.04 0.028
H -2.98988 2.59855 -4.45344 0.11 -0.42 -0.03 0.034
H -0.99251 1.63943 -2.35696 -0.09 -0.18 0.23 0.035
O -3.38516 -5.22442 3.49669 -0.01 0.15 -0.19 0.118
C -3.26795 -4.43187 2.60657 0.05 -0.13 0.17 -0.484
O -3.51306 -4.75317 1.31139 -0.01 -0.03 0.06 0.024
C -3.20868 -3.64051 0.45385 0.09 0.06 -0.07 -0.171
C -3.28675 -2.40790 1.34730 0.00 0.01 0.05 -0.158
C -2.84105 -2.97790 2.69111 -0.14 0.07 -0.10 -0.071
H -2.20530 -3.78007 0.04573 0.00 0.01 0.00 0.125
H -3.92661 -3.63809 -0.36233 -0.02 -0.06 0.03 0.103
H -2.67408 -1.58454 0.98452 0.06 -0.03 0.00 0.108
H -4.32101 -2.06488 1.41277 -0.01 0.01 -0.01 0.117
H -1.75630 -2.94865 2.81114 0.01 0.00 0.01 0.132
H -3.30044 -2.50414 3.55516 0.08 -0.03 0.03 0.124
O 1.71536 -1.57146 1.15353 -0.10 0.16 0.07 0.105
C 1.34664 -0.49866 1.54888 0.10 -0.18 -0.08 -0.484
O 0.44019 0.23814 0.86390 -0.02 -0.02 0.03 -0.001
C 0.25963 1.52168 1.49965 0.05 0.17 0.02 -0.136
C 0.68992 1.31477 2.94252 -0.03 -0.13 0.05 -0.149
C 1.76996 0.24687 2.79945 -0.19 0.06 -0.03 -0.060
H 0.89414 2.24509 0.97831 0.02 -0.02 0.02 0.130
H -0.77748 1.81993 1.39552 -0.04 -0.09 -0.08 0.095
H 1.03425 2.22451 3.42287 0.06 0.01 -0.08 0.088
H -0.15137 0.92500 3.51538 -0.02 0.02 -0.01 0.105
H 2.75679 0.67872 2.61884 0.02 -0.02 0.02 0.135
H 1.83700 -0.43969 3.63935 0.09 -0.01 -0.02 0.127
O -2.59888 1.64652 3.32057 -0.20 0.10 -0.05 0.118
C -3.38486 2.26624 2.65945 0.13 -0.06 0.07 -0.477
O -3.08132 2.70777 1.41812 0.07 -0.04 0.05 0.006
C -4.16065 3.48524 0.87456 -0.06 0.08 -0.06 -0.150
C -5.39536 3.04423 1.65220 -0.01 -0.05 0.05 -0.146
C -4.79830 2.68791 3.01233 -0.07 -0.07 -0.18 -0.072
H -3.92947 4.54164 1.02993 -0.01 0.00 0.01 0.128
H -4.21349 3.28358 -0.19269 0.03 -0.04 0.01 0.102
H -6.16835 3.80907 1.68672 0.04 0.02 0.02 0.115
H -5.82013 2.15163 1.19079 -0.01 0.01 -0.01 0.118
H -4.73586 3.54991 3.67958 0.00 -0.01 0.02 0.131
H -5.31348 1.88196 3.52820 0.05 0.03 0.08 0.125
O 9.15129 -1.59190 -5.12424 -0.21 -0.10 -0.12 0.124
C 8.21815 -2.17114 -5.59911 0.19 0.07 0.12 -0.483
O 6.93438 -1.78926 -5.37663 0.03 0.04 0.01 0.001
C 6.02182 -2.71111 -5.99086 -0.05 -0.13 -0.10 -0.207
C 6.82306 -3.39806 -7.09191 0.09 0.03 -0.01 -0.151
C 8.22841 -3.39607 -6.49690 -0.14 0.08 -0.11 -0.077
H 5.67892 -3.41678 -5.23068 0.00 0.00 0.01 0.123
H 5.16552 -2.15243 -6.36163 0.05 0.03 0.03 0.065
H 6.43920 -4.38544 -7.34013 0.01 -0.01 0.05 0.114
H 6.80463 -2.78822 -7.99651 -0.02 -0.01 0.00 0.118
H 8.41502 -4.26948 -5.86923 0.03 -0.01 0.00 0.131
H 9.02545 -3.31381 -7.23102 0.06 -0.04 0.07 0.124
O 2.44713 3.44217 4.86584 -0.08 -0.07 0.19 0.114
C 1.70943 3.40882 5.80949 0.04 0.11 -0.17 -0.485
O 1.02317 2.29389 6.15927 0.10 0.08 -0.02 0.017
C 0.13070 2.58124 7.24996 -0.07 -0.08 0.08 -0.148
C 0.71278 3.81305 7.93392 0.06 0.03 -0.02 -0.151
C 1.36026 4.53912 6.75907 0.00 -0.12 0.15 -0.074
H -0.86344 2.76153 6.83555 0.00 0.03 0.01 0.127
H 0.09248 1.70385 7.89112 0.01 -0.02 -0.05 0.126
H -0.03764 4.39478 8.46510 -0.02 0.00 -0.04 0.115
H 1.47815 3.51039 8.64993 -0.02 0.00 0.01 0.118
H 0.65981 5.20038 6.24499 0.02 0.03 -0.02 0.132
H 2.25344 5.10343 7.01336 -0.02 0.04 -0.07 0.126
```
Forces are in eV/Å.

## Properties
Charge = 0



ORCA calculation (the ωB97M-V functional and the def2-TZVPD basis) on a structure of composition C24H45As3N2SeTl at a distorted geometry.

```
76
Properties=species:S:1:pos:R:3:forces:R:3:lowdin_charge:R:1
Tl -0.26499 0.05929 2.84158 -0.12 0.30 -0.09 0.718
C -0.99349 -5.09921 -0.54062 -0.01 0.18 -0.01 -0.338
As -1.11759 -3.27781 0.27448 0.17 -0.47 0.18 1.166
C -1.20549 -3.96631 2.11518 -0.02 -0.02 0.04 -0.333
C 0.79191 -2.73761 0.42858 -0.05 0.00 0.10 -0.381
C 1.43331 -2.07121 -0.79762 -0.11 0.13 -0.15 -0.700
C 0.49761 -0.99291 -1.33092 -0.01 -0.05 0.03 -0.099
C 2.76411 -1.43511 -0.37662 0.01 0.00 0.06 -0.328
As 2.54391 0.09339 0.89828 0.67 -0.06 -0.31 1.122
C 3.10581 1.54579 -0.32382 -0.13 -0.08 0.07 -0.313
C 4.28501 -0.09871 1.80008 -0.13 0.02 0.04 -0.345
C 1.66151 -3.17881 -1.83742 0.17 -0.07 -0.06 -0.382
As 2.20901 -2.99261 -3.75322 -0.18 0.14 0.06 1.116
C 0.49471 -2.37301 -4.52192 0.11 0.00 0.03 -0.352
C 3.20521 -1.29581 -3.97232 -0.05 -0.08 0.09 -0.365
H -0.05969 -5.60381 -0.29782 0.09 0.03 0.09 0.020
H -1.09929 -5.06761 -1.62582 0.01 0.09 0.03 0.000
H -1.82069 -5.69651 -0.15042 0.01 0.10 0.04 0.011
H -0.38439 -4.65921 2.29268 0.08 -0.02 0.04 0.024
H -2.14429 -4.49551 2.27668 -0.05 0.03 -0.08 0.017
H -1.14849 -3.15251 2.83718 0.04 0.04 -0.05 -0.010
H 1.39371 -3.59631 0.74418 -0.04 -0.03 0.05 0.084
H 0.79481 -2.01731 1.26238 -0.04 -0.25 -0.14 -0.026
H 0.25051 -0.27881 -0.54052 -0.12 0.04 -0.08 0.048
H -0.43449 -1.44191 -1.68152 -0.01 0.19 -0.07 0.052
H 0.96241 -0.44411 -2.14752 0.00 0.07 -0.11 0.066
H 3.29841 -1.08241 -1.26192 0.04 0.07 0.04 0.050
H 3.39411 -2.19141 0.10588 -0.02 0.08 0.04 0.081
H 3.99591 1.27319 -0.89372 -0.01 -0.09 0.06 0.018
H 3.32361 2.43629 0.26518 -0.02 0.00 0.05 0.016
H 2.29711 1.78769 -1.01252 -0.04 -0.03 0.00 0.012
H 5.10991 -0.18701 1.09298 -0.04 -0.01 -0.10 0.020
H 4.26091 -0.97191 2.44828 -0.05 -0.07 0.01 0.010
H 4.44771 0.76719 2.44018 -0.04 0.06 -0.02 0.004
H 0.72051 -3.73271 -1.93552 0.13 -0.05 -0.13 0.027
H 2.38591 -3.88391 -1.40952 -0.08 0.00 -0.12 0.061
H -0.28469 -3.10541 -4.31292 0.03 -0.05 0.04 0.011
H 0.59171 -2.29001 -5.60462 0.08 -0.03 0.00 0.008
H 0.18091 -1.41061 -4.12802 0.01 0.07 0.07 0.007
H 4.17641 -1.34991 -3.48152 -0.03 -0.05 0.05 0.007
H 2.66771 -0.42161 -3.61342 -0.05 0.03 0.08 0.005
H 3.38811 -1.17231 -5.04152 -0.06 -0.07 0.01 0.008
C -3.76919 -1.03181 -0.90422 0.07 0.00 0.01 -0.090
C -3.37189 0.38219 -0.58202 -0.05 -0.08 -0.02 -0.299
C -4.08459 1.43359 -1.14812 -0.06 0.14 -0.11 -0.062
C -3.72619 2.73669 -0.83822 -0.16 -0.14 -0.20 -0.303
C -4.49289 3.89529 -1.41762 0.05 -0.06 0.01 -0.065
C -2.67089 2.98719 0.01288 0.13 0.27 0.20 -0.021
C -1.90979 1.95819 0.61978 -0.16 -0.19 -0.11 -0.322
C -2.31599 0.64409 0.26018 -0.03 -0.29 0.10 -0.064
N -0.88499 2.08449 1.47928 0.44 -0.29 0.34 -0.090
C -0.34119 3.37639 1.86498 0.15 0.16 0.25 -0.644
C -1.33549 4.24039 2.67278 0.09 -0.13 -0.17 -0.043
C 0.25071 4.15649 0.67378 -0.19 -0.21 0.21 -0.037
C 0.82381 3.06899 2.81988 -0.27 -0.01 -0.30 -0.118
H -4.73029 -1.04071 -1.41642 -0.06 -0.06 -0.02 0.064
H -3.84449 -1.62891 0.00738 0.00 -0.04 -0.13 0.054
H -3.02709 -1.50871 -1.55192 -0.09 -0.03 0.07 0.046
H -4.90009 1.23039 -1.82892 -0.13 0.01 -0.04 0.094
H -5.32839 3.53699 -2.01742 -0.06 0.06 -0.03 0.064
H -3.84729 4.50629 -2.05192 -0.04 0.06 -0.01 0.074
H -4.88119 4.52889 -0.61812 -0.04 0.07 -0.05 0.074
H -2.46339 4.02119 0.22828 0.08 0.11 0.06 0.079
H -1.78669 -0.21051 0.68568 -0.07 0.16 -0.12 0.012
H -2.13079 4.66269 2.06668 -0.06 0.06 -0.06 0.057
H -0.81069 5.05779 3.16708 0.04 0.11 0.03 0.075
H -1.79789 3.61749 3.43728 -0.01 -0.04 0.09 0.086
H -0.49479 4.39779 -0.07512 -0.08 0.06 -0.11 0.059
H 1.00841 3.53829 0.19998 0.15 -0.07 -0.09 0.058
H 0.71551 5.08009 1.01378 0.06 0.15 0.05 0.077
H 0.44101 2.63209 3.74498 0.10 0.00 0.09 0.042
H 1.37731 3.97129 3.07298 0.07 0.07 0.10 0.087
H 1.51001 2.35869 2.35018 0.01 0.07 0.08 0.012
Se 2.51041 0.44509 4.97018 1.32 -0.02 -0.57 0.404
C 0.87221 0.37209 5.62128 -0.70 -0.02 0.35 -1.145
N -0.23799 0.30899 5.95038 -0.65 0.04 0.24 -0.028
```
Forces are in eV/Å.

## Properties
Charge = -1



Number 1: molar mass 654.6 g/mol, electronic energy -68521.12218 eV. Number 2: molar mass 738.7 g/mol, electronic energy -83319.97841 eV. Number 3: molar mass 869.7 g/mol, electronic energy -281155.14974 eV.